<i>
Computed, not measured: an isolated molecule of CH5N3OS, with the ωB97M-V functional and the def2-TZVPD basis.

Structure (XYZ):
```
11
Properties=species:S:1:pos:R:3
C -1.07 0.55 0.16
N -1.20 -0.58 -0.71
N 0.26 1.03 0.18
N 1.08 -1.58 0.27
O 2.55 0.26 -0.75
S 1.66 -0.12 0.36
H -1.73 1.37 -0.34
H -1.61 0.38 1.10
H -2.11 -0.93 -0.84
H 0.58 1.72 1.00
H 1.61 -2.10 -0.42
```

Results
Molar mass in g/mol: 107.14
Gap between HOMO and LUMO (spin up / spin down) in eV: 8.044 / 8.419

---

<ii>
Computed, not measured: an isolated molecule of CH5N3OS, with the ωB97M-V functional and the def2-TZVPD basis.

Structure (XYZ):
```
11
Properties=species:S:1:pos:R:3
H -0.24 2.27 -0.46
N 0.46 1.61 -0.23
C 0.10 0.42 0.05
N -1.31 0.06 0.40
O -1.61 -1.24 -0.24
N 0.78 -0.87 0.03
S 2.45 -0.54 -0.11
H -2.04 0.52 0.01
H -1.58 -1.11 -1.20
H 0.46 -1.48 0.77
H 2.53 0.36 0.97
```

Results
Molar mass in g/mol: 107.14
SMILES string: [H]/N=C(\NO)NS
Gap between HOMO and LUMO in eV: 9.910

---

<ii> has the most favorable energy; the next structure is 45.4 kcal/mol above.

---

<i>
Computed, not measured: a structure of composition C6H12NO, with the ωB97M-V functional and the def2-TZVPD basis.

Structure (XYZ):
```
20
Properties=species:S:1:pos:R:3
C -2.54 0.91 0.16
O -3.32 1.36 0.99
C -1.64 -0.30 0.18
C -0.80 -0.18 -1.10
C 0.64 -0.42 -0.73
C 1.26 -1.50 -1.37
C 2.49 0.15 0.48
N 1.12 0.42 0.19
H -2.81 1.18 -0.93
H 0.30 1.44 2.92
H -1.18 -0.66 1.11
H -2.77 -0.43 0.08
H -0.91 0.82 -1.50
H -1.20 -0.81 -1.90
H 2.23 -1.81 -1.00
H 0.89 -2.10 -2.20
H 2.60 -0.84 0.92
H 2.89 0.88 1.19
H 3.15 0.20 -0.44
H -0.41 1.69 2.95
```

Results
Molar mass in g/mol: 114.17
Gap between HOMO and LUMO in eV: 6.017
Net charge: -1

---

<ii>
Computed, not measured: a structure of composition C6H12NO, with the ωB97M-V functional and the def2-TZVPD basis.

Structure (XYZ):
```
20
Properties=species:S:1:pos:R:3
C -2.23 -0.60 1.45
O -3.35 -0.73 0.91
C -0.91 -0.01 0.03
C -0.25 -1.21 -0.62
C 0.77 -0.12 -0.66
C 1.97 -0.10 0.01
C 2.80 1.15 0.02
N -1.85 0.67 -0.83
H -1.69 -1.51 1.69
H -1.97 0.19 2.17
H -0.51 0.72 0.71
H 0.16 -2.07 -0.08
H -0.67 -1.43 -1.59
H 0.76 0.49 -1.54
H 2.14 -0.81 0.82
H 3.32 1.31 -0.94
H 2.31 2.10 0.18
H 3.57 1.04 0.79
H -1.59 0.70 -1.81
H -2.76 0.22 -0.71
```

Results
Molar mass in g/mol: 114.17
Gap between HOMO and LUMO in eV: 5.998
Net charge: -1

---

<i> has the most favorable energy; the next structure is 3.7 kcal/mol above.